Entry a
ORCA calculation (ωB97M-V/def2-TZVPD) on a 2-piece molecular cluster, C2H8N3S2 overall.

Results
- Charge: +1
- Gap between HOMO and LUMO: 8.4 eV
- HOMO: -12.5 eV

```
15
C2H8N3S2 ωB97M-V/def2-TZVPD
C -1.234 -0.484 -0.622
C 1.278 -0.698 -0.540
N 0.835 -1.100 0.647
N 2.571 -0.736 -0.835
N -0.880 -1.183 0.536
S 0.165 -0.208 -1.709
S -1.984 2.847 1.027
H -1.897 -1.029 -1.353
H -1.640 0.520 -0.324
H 1.256 -1.509 1.381
H 2.896 -0.462 -1.802
H 3.281 -1.009 -0.088
H -2.165 3.192 2.300
H -1.145 -2.220 0.609
H -1.338 4.078 0.772
```


Entry b
ORCA calculation (ωB97M-V/def2-TZVPD) on a 2-piece molecular cluster, C2H8N3S2 overall.

Results
- Charge: +1
- Gap between HOMO and LUMO: 8.8 eV
- HOMO: -13.0 eV

```
15
C2H8N3S2 ωB97M-V/def2-TZVPD
C -1.688 -0.582 0.067
C -0.918 1.667 -0.071
N -1.236 -1.860 -0.196
N -0.782 0.414 -0.347
N -0.058 2.604 -0.221
S -3.193 -0.270 0.626
S 3.391 -1.311 0.284
H -1.874 1.731 0.433
H -0.271 -2.251 -0.454
H -1.895 -2.581 -0.015
H 0.095 0.089 -0.689
H 4.288 -2.084 -0.347
H 0.921 2.640 -0.658
H -0.402 3.616 0.109
H 3.622 -1.821 1.478
```


Of them, entry b has the highest stability.


Entry a
ORCA calculation (ωB97M-V/def2-TZVPD) on C21H18AuF8N3OSSi as an isolated structure.

Results
- Gap between HOMO and LUMO (alpha / beta): 5.3 / 5.8 eV
- HOMO (alpha / beta): -8.1 / -8.1 eV

```
54
C21H18AuF8N3OSSi ωB97M-V/def2-TZVPD
Au -0.679 -0.043 0.040
F -2.365 -4.448 2.741
C -3.000 -3.439 3.358
F -3.250 -3.863 4.607
F -4.193 -3.309 2.763
C -2.201 -2.163 3.339
C -1.868 -1.515 4.512
C -1.150 -0.323 4.467
C -0.775 0.165 3.232
N -1.064 -0.472 2.109
C -1.784 -1.608 2.112
S -2.085 -2.241 0.564
H -2.171 -1.928 5.461
H -0.894 0.201 5.373
H -0.227 1.091 3.133
C -1.893 1.099 -3.221
C -0.497 0.575 -3.141
C 0.365 0.572 -4.233
C 1.663 0.088 -4.071
C 2.074 -0.420 -2.860
C 1.138 -0.477 -1.810
N -0.093 0.059 -1.990
N 1.284 -0.966 -0.590
Si 2.499 -1.998 0.090
C 1.705 -2.722 1.662
C 4.057 -0.973 0.531
C 2.979 -3.371 -1.157
H -2.511 0.404 -3.795
H -1.929 2.067 -3.718
H -2.317 1.188 -2.223
H 0.014 0.935 -5.186
H 2.358 0.106 -4.901
H 3.081 -0.753 -2.677
H 1.452 -1.936 2.367
H 2.381 -3.407 2.163
H 0.796 -3.268 1.429
H 3.807 -0.146 1.189
H 4.529 -0.563 -0.359
H 4.789 -1.596 1.039
H 2.100 -3.893 -1.526
H 3.628 -4.104 -0.690
H 3.509 -2.971 -2.016
F -0.271 6.629 -1.635
C -0.678 5.449 -1.145
C -2.029 5.201 -0.916
F -2.934 6.150 -1.192
C -2.439 3.970 -0.439
F -3.747 3.764 -0.220
C -1.542 2.899 -0.178
O -1.967 1.770 0.249
C -0.184 3.211 -0.421
F 0.743 2.238 -0.213
C 0.243 4.441 -0.886
F 1.547 4.647 -1.118
```


Entry b
ORCA calculation (ωB97M-V/def2-TZVPD) on C21H18AuF8N3OSSi as an isolated structure.

Results
- Gap between HOMO and LUMO: 7.5 eV
- HOMO: -8.5 eV

```
54
C21H18AuF8N3OSSi ωB97M-V/def2-TZVPD
Au -0.852 0.241 -0.193
F -1.683 6.536 -0.956
C -1.112 5.387 -1.379
F -2.034 4.742 -2.094
F -0.129 5.747 -2.226
C -0.561 4.618 -0.207
C 0.276 5.345 0.630
C 0.844 4.739 1.733
C 0.522 3.412 1.963
N -0.282 2.705 1.183
C -0.804 3.272 0.090
S -1.792 2.215 -0.925
H 0.477 6.384 0.405
H 1.505 5.275 2.397
H 0.926 2.888 2.822
C -4.507 0.088 -0.277
C -3.728 -1.133 0.088
C -4.297 -2.372 0.290
C -3.476 -3.467 0.594
C -2.111 -3.341 0.694
C -1.566 -2.064 0.496
N -2.400 -1.011 0.229
N -0.293 -1.616 0.492
Si 1.123 -2.239 1.323
C 2.107 -3.329 0.169
C 0.556 -3.219 2.815
C 2.092 -0.761 1.903
H -5.575 -0.111 -0.232
H -4.254 0.406 -1.290
H -4.261 0.914 0.390
H -5.367 -2.487 0.202
H -3.929 -4.440 0.737
H -1.468 -4.187 0.887
H 1.480 -4.117 -0.257
H 2.938 -3.808 0.692
H 2.520 -2.749 -0.660
H 0.042 -4.145 2.551
H -0.117 -2.626 3.438
H 1.422 -3.492 3.424
H 2.447 -0.132 1.088
H 2.959 -1.085 2.485
H 1.466 -0.139 2.547
F 4.320 -2.088 -3.793
C 3.465 -1.350 -3.082
C 2.102 -1.541 -3.201
F 1.631 -2.469 -4.036
C 1.218 -0.770 -2.467
F -0.096 -0.988 -2.653
C 1.650 0.205 -1.563
O 0.876 1.000 -0.829
C 3.037 0.380 -1.478
F 3.523 1.313 -0.653
C 3.927 -0.373 -2.217
F 5.239 -0.167 -2.091
```


Of them, entry b has the highest stability.


Entry a
ORCA calculation (ωB97M-V/def2-TZVPD) on a 2-piece molecular cluster, C3H13N3O overall.

Results
- Gap between HOMO and LUMO: 10.2 eV
- SMILES: NCCN.NCO
- HOMO: -9.2 eV

```
20
C3H13N3O ωB97M-V/def2-TZVPD
N -0.231 1.010 -1.680
C 1.231 0.855 -1.701
O 1.773 1.243 -0.480
H -0.431 1.959 -1.383
H -0.598 0.920 -2.621
H 1.463 -0.198 -1.915
H 1.702 1.473 -2.471
C -0.929 -0.051 1.343
N -2.318 -0.096 0.902
C -0.199 -1.247 0.773
N 1.256 -1.146 1.008
H -0.901 -0.096 2.433
H -0.408 0.854 1.037
H -2.880 0.610 1.355
H -2.352 0.095 -0.092
H -0.341 -1.260 -0.303
H -0.625 -2.167 1.175
H 1.699 -1.896 0.487
H 1.632 0.515 0.157
H 1.460 -1.376 1.976
```


Entry b
ORCA calculation (ωB97M-V/def2-TZVPD) on a 2-piece molecular cluster, C3H13N3O overall.

Results
- Gap between HOMO and LUMO: 8.8 eV
- SMILES: CN(C)NO.CN
- HOMO: -8.1 eV

```
20
C3H13N3O ωB97M-V/def2-TZVPD
C -1.013 -1.300 -1.140
C 0.750 0.377 -1.267
C 1.611 0.189 2.250
N -0.376 -0.149 -0.510
N 0.897 -0.965 1.737
H 0.219 -1.278 2.428
H -1.812 -1.658 -0.492
H -0.271 -2.092 -1.226
H -1.454 -1.023 -2.104
H 0.441 0.671 -2.276
H 1.535 -0.378 -1.281
H 1.132 1.252 -0.746
H 2.429 0.433 1.568
H 2.039 -0.033 3.232
H 0.986 1.092 2.356
N -1.397 1.042 -0.313
O -2.051 1.450 -1.539
H -1.611 2.274 -1.780
H -2.170 0.628 0.212
H 0.113 -0.533 0.890
```


Of them, entry a has the highest stability.


Entry a
ORCA calculation (ωB97M-V/def2-TZVPD) on a 2-piece molecular cluster, CH7N2O overall.

Results
- Charge: +1
- Gap between HOMO and LUMO: 12.5 eV
- HOMO: -15.9 eV

```
11
CH7N2O ωB97M-V/def2-TZVPD
N -0.111 0.330 0.348
C 0.154 0.605 -0.901
N 0.089 1.796 -1.449
H -0.529 1.004 0.972
H -0.082 -0.658 0.627
H 0.470 -0.204 -1.561
H 0.315 1.918 -2.422
H -0.221 2.627 -0.962
H -0.763 -2.550 2.070
H 0.744 -2.646 1.791
O -0.067 -2.223 1.487
```


Entry b
ORCA calculation (ωB97M-V/def2-TZVPD) on a 2-piece molecular cluster, CH7N2O overall.

Results
- Charge: +1
- Gap between HOMO and LUMO: 12.5 eV
- HOMO: -16.2 eV

```
11
CH7N2O ωB97M-V/def2-TZVPD
O 0.075 -0.372 -2.191
H 0.210 0.387 -0.740
H -0.517 -0.842 -2.790
H 0.950 -0.701 -2.481
N -0.054 0.800 0.206
C -0.370 -0.084 1.359
N 0.628 -0.466 1.998
H 0.803 1.316 0.464
H -0.693 1.592 0.092
H -1.380 -0.479 1.397
H 0.349 -1.153 2.685
```


Of them, entry a has the highest stability.


Entry a
ORCA calculation (ωB97M-V/def2-TZVPD) on one molecule with the formula C8H6N2O.

Results
- Gap between HOMO and LUMO: 9.9 eV
- SMILES: c1ccc(-c2ncco2)nc1
- HOMO: -9.4 eV

```
17
C8H6N2O ωB97M-V/def2-TZVPD
C 2.337 1.112 -0.233
C 2.998 -0.138 -0.002
C 2.225 -1.247 0.198
C 0.308 -0.128 -0.046
C 0.870 1.109 -0.215
C -1.274 -0.200 -0.103
C -3.336 -0.368 -0.587
C -3.223 0.167 0.688
H 2.836 1.869 -0.189
H 4.160 -0.196 0.103
H 2.849 -2.122 0.649
H 0.398 1.866 -0.478
H -4.168 -0.596 -1.569
H -3.984 0.348 1.519
N 0.927 -1.310 0.264
N -2.005 -0.468 -1.021
O -1.917 0.302 1.023
```


Entry b
ORCA calculation (ωB97M-V/def2-TZVPD) on one molecule with the formula C8H6N2O.

Results
- Gap between HOMO and LUMO: 9.2 eV
- SMILES: O=c1nc[nH]c2ccccc12
- HOMO: -9.1 eV

```
17
C8H6N2O ωB97M-V/def2-TZVPD
C -1.809 0.425 -1.213
C -0.011 1.711 -1.965
C 0.536 0.216 -0.184
C 1.468 -0.145 0.716
C 1.123 -1.001 1.791
C -0.188 -1.560 1.750
C -1.073 -1.150 0.759
C -0.813 -0.151 -0.204
H 0.374 2.398 -2.691
H 1.994 1.405 -1.150
H 2.457 0.224 0.729
H 1.880 -1.168 2.582
H -0.524 -2.199 2.592
H -2.127 -1.462 0.940
N -1.293 1.368 -2.053
N 0.952 1.172 -1.141
O -2.948 -0.083 -1.256
```


Of them, entry b has the highest stability.


Entry a
ORCA calculation (ωB97M-V/def2-TZVPD) on a 6-piece molecular cluster, H12O5S overall.

Results
- Charge: -1
- Gap between HOMO and LUMO (alpha / beta): 2.9 / 9.3 eV
- 2S+1: 2
- HOMO (alpha / beta): 0.4 / -6.1 eV

```
18
H12O5S ωB97M-V/def2-TZVPD
S -1.450 1.657 -0.555
H -0.237 1.494 0.145
H -1.107 2.141 -1.730
H -0.163 0.008 1.944
H -1.417 -0.801 2.397
O -1.010 -0.031 2.600
H -1.672 -1.475 -2.033
H -2.787 -1.483 -0.990
O -2.203 -2.070 -1.517
H 0.554 1.277 2.729
H 1.987 1.339 1.855
O 1.138 1.695 2.069
H 1.067 -1.114 -2.842
H 0.722 0.402 -2.534
O 1.045 -0.452 -2.206
H 1.208 -1.038 -0.236
H 2.649 -0.704 0.311
O 1.676 -0.845 0.594
```


Entry b
ORCA calculation (ωB97M-V/def2-TZVPD) on a 6-piece molecular cluster, H12O5S overall.

Results
- Charge: -1
- Gap between HOMO and LUMO (alpha / beta): 2.5 / 9.1 eV
- 2S+1: 2
- HOMO (alpha / beta): 0.5 / -6.1 eV

```
18
H12O5S ωB97M-V/def2-TZVPD
S -1.301 1.931 0.101
H -1.216 1.724 1.428
H -2.067 0.714 0.045
H 0.433 -0.911 -1.762
H -0.142 0.331 -1.269
O -0.016 -0.139 -2.041
H -3.565 1.951 -2.995
H -4.055 0.534 -2.847
O -3.849 1.362 -2.281
H 2.065 1.581 -0.263
H 1.535 0.600 0.761
O 2.128 0.617 -0.192
H 0.774 -3.953 2.616
H 0.757 -2.558 1.938
O 0.201 -3.299 2.103
H 4.287 -1.268 1.516
H 4.176 -2.798 2.032
O 3.765 -1.896 2.060
```


Of them, entry a has the highest stability.


Entry a
ORCA calculation (ωB97M-V/def2-TZVPD) on C32H33Cl5CrN4O2 as an isolated structure.

Results
- Charge: +1
- Gap between HOMO and LUMO (alpha / beta): 5.8 / 6.2 eV
- 2S+1: 4
- HOMO (alpha / beta): -8.4 / -9.2 eV

```
77
C32H33Cl5CrN4O2 ωB97M-V/def2-TZVPD
Cr -0.851 -0.089 -0.377
C -2.781 0.826 -2.930
C -1.702 1.828 -2.596
C -1.523 2.966 -3.377
C -0.550 3.871 -3.033
C 0.204 3.654 -1.885
C -0.026 2.520 -1.142
N -0.938 1.618 -1.506
C 0.687 2.198 0.143
C 1.177 3.198 0.927
C 1.548 2.881 2.236
C 1.563 1.578 2.616
C 1.251 0.552 1.688
N 0.660 0.906 0.510
C 1.716 -0.791 2.038
C 2.906 -0.851 2.791
C 3.408 -2.009 3.300
C 2.649 -3.204 3.144
C 1.527 -3.213 2.399
C 0.720 -4.483 2.264
N 1.094 -2.039 1.740
H -3.761 1.274 -2.751
H -2.702 -0.065 -2.317
H -2.743 0.543 -3.983
H -2.157 3.128 -4.245
H -0.375 4.746 -3.650
H 0.978 4.352 -1.583
H 1.181 4.219 0.567
H 1.810 3.661 2.944
H 1.811 1.312 3.634
H 3.457 0.069 2.935
H 4.353 -2.013 3.830
H 2.971 -4.127 3.613
H 0.940 -5.123 3.118
H 0.986 -5.042 1.358
H -0.359 -4.298 2.246
Cl 2.160 -3.312 -0.651
C 0.484 -3.086 -0.355
C 0.115 -2.242 0.705
C -1.241 -2.215 1.045
Cl -1.640 -1.600 2.600
C -2.211 -2.846 0.251
Cl -3.861 -2.764 0.686
C -1.819 -3.577 -0.851
Cl -2.987 -4.319 -1.854
C -0.454 -3.725 -1.132
Cl 0.043 -4.751 -2.421
O 0.123 -0.800 -1.911
C 0.695 -1.167 -2.920
C -0.002 -1.608 -4.161
C 0.123 -0.459 -5.199
C 1.533 0.124 -5.428
C 2.026 1.049 -4.295
C 2.614 0.296 -3.088
N 2.049 -1.072 -3.012
H -1.051 -1.824 -3.958
H 0.469 -2.512 -4.552
H -0.520 0.364 -4.894
H -0.262 -0.839 -6.146
H 1.486 0.715 -6.342
H 2.256 -0.677 -5.620
H 1.186 1.661 -3.963
H 2.781 1.734 -4.689
H 2.396 0.810 -2.155
H 3.693 0.196 -3.175
H 2.395 -1.643 -3.765
C -4.407 1.533 0.141
C -3.417 0.973 1.140
C -2.835 2.070 2.020
O -2.356 0.291 0.473
H -5.238 2.020 0.664
H -4.815 0.728 -0.479
H -3.916 2.276 -0.500
H -3.945 0.259 1.774
H -2.283 2.786 1.397
H -2.148 1.637 2.754
H -3.630 2.604 2.559
```


Entry b
ORCA calculation (ωB97M-V/def2-TZVPD) on C32H33Cl5CrN4O2 as an isolated structure.

Results
- Charge: +1
- Gap between HOMO and LUMO (alpha / beta): 7.8 / 7.9 eV
- 2S+1: 4
- HOMO (alpha / beta): -11.1 / -11.3 eV

```
77
C32H33Cl5CrN4O2 ωB97M-V/def2-TZVPD
Cr -0.889 -0.479 -0.321
C 1.491 0.975 -4.107
C 2.157 -0.114 -3.321
C 3.543 -0.260 -3.342
C 4.129 -1.234 -2.557
C 3.318 -2.051 -1.790
C 1.940 -1.865 -1.846
N 1.381 -0.918 -2.595
C 1.030 -2.791 -1.126
C 1.447 -4.109 -0.979
C 0.622 -5.033 -0.370
C -0.651 -4.641 -0.018
C -1.040 -3.327 -0.225
N -0.188 -2.389 -0.686
C -2.424 -2.878 -0.007
C -3.428 -3.796 0.253
C -4.731 -3.363 0.393
C -4.977 -2.012 0.272
C -3.935 -1.125 0.024
C -4.278 0.330 -0.038
N -2.665 -1.552 -0.135
H 0.806 1.525 -3.463
H 2.225 1.666 -4.518
H 0.909 0.556 -4.930
H 4.146 0.389 -3.962
H 5.204 -1.356 -2.539
H 3.751 -2.795 -1.137
H 2.406 -4.411 -1.369
H 0.955 -6.048 -0.202
H -1.329 -5.351 0.429
H -3.193 -4.845 0.338
H -5.533 -4.057 0.601
H -5.979 -1.625 0.382
H -5.270 0.490 0.380
H -4.289 0.681 -1.071
H -3.560 0.925 0.517
Cl -1.090 2.814 1.650
C -1.572 2.703 -0.006
C -1.540 1.462 -0.628
C -1.911 1.465 -1.964
Cl -1.769 -0.123 -2.669
C -2.337 2.565 -2.681
Cl -2.779 2.430 -4.335
C -2.387 3.789 -2.011
Cl -2.925 5.191 -2.835
C -1.992 3.859 -0.672
Cl -2.028 5.370 0.145
O 1.066 0.436 -0.087
C 1.936 1.258 0.210
C 3.212 0.839 0.900
C 3.399 1.461 2.308
C 2.541 2.695 2.599
C 2.840 3.907 1.716
C 2.814 3.566 0.218
N 1.823 2.553 -0.115
H 4.043 1.115 0.248
H 3.196 -0.247 0.965
H 4.452 1.713 2.446
H 3.150 0.705 3.054
H 2.695 2.982 3.640
H 1.486 2.432 2.496
H 3.822 4.317 1.960
H 2.098 4.678 1.930
H 3.794 3.206 -0.097
H 2.590 4.455 -0.369
H 0.936 2.848 -0.496
C -2.062 -1.764 3.100
C -1.264 -0.506 2.731
C -0.193 -0.244 3.788
O -0.651 -0.628 1.486
H -2.432 -1.688 4.124
H -1.407 -2.636 3.023
H -2.916 -1.899 2.436
H -1.958 0.349 2.727
H 0.430 -1.133 3.910
H -0.652 0.005 4.745
H 0.439 0.587 3.473
```


Of them, entry b has the highest stability.


Entry a
ORCA calculation (ωB97M-V/def2-TZVPD) on a 3-piece molecular cluster, C4H13NO2S overall.

Results
- Gap between HOMO and LUMO: 7.5 eV
- HOMO: -8.6 eV

```
21
C4H13NO2S ωB97M-V/def2-TZVPD
C 0.670 -0.597 0.968
N -0.187 0.509 0.535
C -1.194 0.740 1.533
O -1.882 1.934 1.355
C 1.281 -1.297 -0.297
C 0.365 -2.025 -1.284
S -0.693 -0.974 -2.407
H 0.037 -1.383 1.405
H 1.483 -0.174 1.578
H -1.681 0.044 -0.521
H -1.866 -0.167 1.787
H -0.690 0.904 2.513
H -1.937 1.965 0.306
H 1.864 -0.540 -0.859
H 1.956 -1.998 0.102
H 1.005 -2.790 -1.894
H -0.270 -2.728 -0.704
H 0.347 -0.684 -3.182
H 0.445 2.396 0.072
H 0.696 3.586 -0.891
O 0.251 3.282 -0.117
```


Entry b
ORCA calculation (ωB97M-V/def2-TZVPD) on a 2-piece molecular cluster, C4H13NO2S overall.

Results
- Gap between HOMO and LUMO: 9.7 eV
- SMILES: N[C@@H](CO)CCS.O
- HOMO: -9.1 eV

```
21
C4H13NO2S ωB97M-V/def2-TZVPD
C 0.723 -0.014 1.947
O -0.298 0.267 2.884
C 0.077 -0.281 0.545
C 1.163 -0.485 -0.547
C 1.042 0.493 -1.727
S 1.659 2.134 -1.182
N -0.898 -1.374 0.435
H 1.414 0.809 1.778
H 1.266 -0.892 2.289
H -0.292 1.197 3.167
H -0.503 0.612 0.283
H 2.100 -0.242 -0.010
H 1.307 -1.513 -0.882
H 0.062 0.560 -2.207
H 1.654 0.121 -2.565
H 2.408 2.524 -2.226
H -0.718 -2.263 0.880
H -1.802 -1.104 0.823
H -3.614 -0.421 -0.480
H -3.129 0.316 -1.765
O -3.621 -0.444 -1.441
```


Of them, entry b has the highest stability.